{"formula": "C14H19BrErO", "method": "ωB97M-V with the def2-TZVPD basis set", "homo_lumo_gap_ev": [6.15, 6.15], "homo_energy_ev": [-3.40, -3.40], "e_above_lowest_kcal_mol": 0.00, "s2": 3.75, "total_charge": -1, "spin_multiplicity": 4, "elements": ["C", "C", "C", "H", "C", "C", "H", "H", "H", "H", "Er", "Br", "C", "C", "C", "H", "C", "C", "H", "H", "H", "H", "C", "C", "C", "C", "O", "H", "H", "H", "H", "H", "H", "H", "H", "H"], "coordinates": [[-1.736536, -0.826395, -1.931986], [-1.879284, -1.430661, -0.659514], [-2.160396, -0.380987, 0.283875], [-1.898835, -2.508253, -0.479412], [-2.114890, 0.871239, -0.408930], [-1.873308, 0.586896, -1.786972], [-1.906168, 1.312776, -2.604420], [-1.674307, -1.357068, -2.877347], [-2.561985, -0.540001, 1.273569], [-2.250401, 1.869032, -0.006240], [0.217937, 0.021194, -0.470760], [1.690659, -2.110963, -0.623568], [1.973357, 0.677762, -3.039104], [0.997948, 1.478960, -3.700966], [0.015828, 0.605318, -4.257345], [1.019575, 2.559866, -3.819661], [0.392914, -0.728805, -3.952405], [1.631470, -0.693241, -3.263947], [2.234287, -1.564889, -3.032012], [2.858456, 1.031883, -2.520532], [-0.847811, 0.903620, -4.848752], [-0.165473, -1.627960, -4.193974], [2.007990, 0.354553, 3.346572], [0.549436, 0.155206, 2.958019], [0.059734, -1.235806, 3.389829], [-0.328227, 1.245660, 3.599356], [0.446043, 0.284583, 1.546676], [2.107099, 0.361335, 4.441410], [2.389285, 1.304029, 2.959229], [2.633712, -0.448734, 2.946293], [-0.151835, -1.275627, 4.470587], [-0.851581, -1.543174, 2.860251], [0.827315, -1.989456, 3.159047], [0.158398, 2.217666, 3.445785], [-1.306319, 1.301309, 3.111913], [-0.504095, 1.119116, 4.685419]], "atomic_forces_ev_per_a": [[-0.80, 0.47, -0.03], [-0.88, 0.78, 0.23], [-0.61, -0.12, -0.89], [0.16, 0.53, 0.08], [-0.65, -0.90, -0.37], [-0.66, -0.33, -0.03], [0.37, -0.39, 0.47], [0.26, 0.26, 0.51], [0.63, 0.10, 0.23], [-0.08, -0.22, 0.13], [1.40, 0.04, -0.53], [0.46, -1.36, 1.10], [-0.40, -0.46, 0.14], [-0.88, -0.51, -0.07], [0.88, 0.15, 0.07], [-0.03, -0.17, 0.15], [0.86, 0.70, -0.36], [-0.53, 0.45, -0.34], [-0.26, 0.46, 0.02], [0.08, 0.00, -0.26], [0.10, -0.01, 0.22], [0.25, 0.12, -0.18], [0.17, -0.07, 0.42], [-0.59, 0.14, -0.92], [0.16, -0.40, 0.07], [0.02, 0.36, 0.20], [0.42, 0.21, 0.67], [0.08, -0.01, -0.13], [-0.15, -0.05, 0.02], [-0.14, 0.05, -0.02], [0.15, 0.05, -0.25], [0.17, 0.32, 0.05], [-0.21, 0.17, 0.02], [-0.12, -0.09, 0.04], [0.11, -0.20, -0.03], [0.26, -0.08, -0.43]]}

***

{"formula": "C23H71BN10O10P5", "method": "ωB97M-V with the def2-TZVPD basis set", "homo_lumo_gap_ev": 4.49, "homo_energy_ev": -4.38, "total_charge": -1, "spin_multiplicity": 1, "elements": ["C", "C", "O", "C", "P", "C", "C", "O", "O", "B", "O", "O", "P", "N", "O", "O", "H", "H", "H", "H", "H", "H", "H", "H", "H", "H", "H", "H", "H", "H", "H", "H", "H", "O", "P", "N", "C", "C", "N", "C", "C", "N", "C", "C", "H", "H", "H", "H", "H", "H", "H", "H", "H", "H", "H", "H", "H", "H", "H", "H", "H", "H", "O", "P", "N", "C", "C", "N", "C", "C", "N", "C", "C", "H", "H", "H", "H", "H", "H", "H", "H", "H", "H", "H", "H", "H", "H", "H", "H", "H", "H", "O", "P", "N", "C", "C", "N", "C", "C", "N", "C", "C", "H", "H", "H", "H", "H", "H", "H", "H", "H", "H", "H", "H", "H", "H", "H", "H", "H", "H"], "coordinates": [[-5.081771, 5.339542, -2.204965], [-3.870149, 6.155521, -1.557320], [-2.883027, 5.308739, -0.902019], [-3.558594, 4.425621, 0.036547], [-2.481120, 3.918500, 1.539040], [-1.204859, 3.176443, 0.295666], [-0.454379, 1.853271, 0.829200], [0.163931, 1.794009, 1.905780], [-0.503834, 0.609508, 0.069092], [-1.596029, 5.633666, 1.646368], [-0.151512, 5.799446, 1.809262], [-2.351337, 6.893982, 1.614154], [-3.543225, 1.965645, 1.782992], [-2.880018, 1.092534, 2.969552], [-5.157958, 2.322434, 2.319756], [-3.525615, 1.037217, 0.325551], [-4.698015, 4.335041, -2.602498], [-5.661093, 5.905975, -3.001441], [-5.842544, 5.076771, -1.387075], [-4.309546, 6.887563, -0.784959], [-3.393388, 6.818808, -2.360192], [-4.538002, 4.852678, 0.449527], [-3.864393, 3.492821, -0.574061], [-3.492813, 4.468631, 2.461760], [-1.636076, 3.488630, 2.654826], [-0.400570, 3.926256, -0.029687], [-1.725556, 2.866322, -0.682141], [-1.127817, 0.037642, 0.580332], [-0.032138, 5.938492, 2.775582], [-2.962386, 6.896817, 2.380742], [-3.578096, 0.934914, 3.714400], [-5.015110, 2.513669, 3.275420], [-4.295787, 1.336855, -0.212230], [2.854802, 11.169368, 3.619440], [3.483018, 9.781186, 3.381863], [4.557597, 10.395316, 2.182486], [4.940046, 9.841875, 0.903297], [5.639526, 11.231852, 2.702695], [2.016454, 9.150105, 2.691430], [1.730078, 9.221253, 1.267464], [0.794069, 9.580484, 3.388679], [4.193362, 8.172539, 3.236344], [5.510578, 7.995027, 3.835475], [3.796305, 7.048518, 2.413670], [5.679467, 9.035874, 0.993293], [5.382884, 10.614105, 0.265531], [4.098753, 9.474997, 0.322777], [6.440233, 10.623313, 3.138567], [5.273963, 11.909446, 3.478904], [6.074667, 11.867243, 1.925268], [1.820218, 10.242939, 0.876596], [0.720180, 8.861838, 1.046944], [2.368751, 8.550180, 0.694478], [0.487732, 10.589214, 3.090406], [0.938637, 9.564944, 4.473677], [-0.034440, 8.896570, 3.171344], [6.308179, 8.121972, 3.094981], [5.619225, 7.006712, 4.290617], [5.670500, 8.722156, 4.636520], [4.062981, 7.195387, 1.363770], [2.729518, 6.832673, 2.489105], [4.289148, 6.124554, 2.735201], [-5.070538, -4.101790, -1.393927], [-3.914124, -4.245918, -0.384818], [-2.728920, -3.888900, -1.581535], [-1.448760, -4.506939, -1.836382], [-2.697870, -2.488422, -2.013318], [-4.182894, -5.959828, -0.212215], [-3.521213, -6.942023, -1.055239], [-5.603357, -6.337659, -0.158955], [-2.667103, -4.357529, 0.857029], [-2.093974, -3.093290, 1.307727], [-1.938127, -5.507074, 1.344688], [-0.673054, -4.182679, -1.130493], [-1.091972, -4.258600, -2.841562], [-1.484937, -5.593224, -1.835007], [-2.181217, -1.857065, -1.283200], [-3.709187, -2.093693, -2.140007], [-2.202327, -2.370540, -2.981692], [-3.657906, -6.730758, -2.123380], [-3.897889, -7.951130, -0.858249], [-2.458325, -7.017619, -0.828254], [-6.052877, -6.377686, -1.157420], [-6.171622, -5.630192, 0.452441], [-5.723357, -7.323250, 0.306558], [-1.165818, -2.861622, 0.773695], [-1.879479, -3.104059, 2.379352], [-2.795590, -2.270911, 1.142706], [-1.175676, -5.840235, 0.634736], [-2.594772, -6.343485, 1.589722], [-1.416019, -5.280887, 2.280909], [1.123549, -10.161526, -1.296707], [2.408852, -9.593988, -1.930994], [1.873297, -7.968992, -1.739123], [1.951682, -6.848320, -2.649213], [1.872960, -7.484488, -0.357098], [2.007489, -10.240049, -3.498256], [1.237524, -9.489950, -4.477602], [1.431928, -11.593540, -3.455306], [3.945989, -9.038675, -2.597737], [4.894568, -8.476751, -1.642989], [4.343485, -8.824723, -3.972002], [2.951820, -6.398011, -2.680830], [1.253389, -6.059485, -2.350900], [1.650612, -7.092172, -3.663923], [2.882495, -7.212538, -0.029570], [1.493480, -8.248054, 0.327183], [1.223641, -6.613077, -0.229909], [0.292174, -9.117268, -4.064347], [1.005773, -10.104294, -5.353717], [1.810296, -8.660858, -4.891447], [0.366678, -11.576168, -3.200540], [1.956350, -12.216580, -2.724432], [1.539940, -12.089737, -4.426947], [4.823057, -7.384520, -1.602583], [5.925617, -8.744122, -1.890429], [4.707641, -8.867669, -0.639190], [3.903579, -7.914721, -4.388708], [4.097390, -9.672497, -4.613205], [5.430044, -8.715826, -4.061173]], "atomic_forces_ev_per_a": [[-0.13, -0.66, 0.72], [-0.76, 0.71, -0.10], [-1.75, 0.53, -0.15], [-1.47, -0.79, -0.86], [1.56, 1.75, -0.18], [1.68, -2.53, -2.11], [1.24, 0.02, 2.44], [-1.75, 0.60, -3.27], [-1.10, 1.40, 0.83], [0.95, 2.52, -0.54], [-1.87, -0.21, 0.77], [0.83, -1.38, 1.38], [-0.36, -2.53, 2.23], [-1.16, 0.81, -1.15], [1.22, -0.30, -0.54], [-1.80, 0.99, 1.10], [-0.53, 1.54, 0.27], [1.01, -0.57, 0.87], [1.08, 0.35, -1.18], [0.64, -1.02, -0.91], [-0.17, -1.24, 1.15], [1.30, -0.11, -0.55], [0.35, 1.12, 0.96], [-0.36, -0.19, 0.27], [-0.40, -0.21, -0.13], [-1.03, -0.96, 0.82], [0.74, 0.42, 1.43], [0.68, 0.60, -0.38], [0.18, 0.05, -0.92], [0.14, -0.12, -0.93], [0.55, -0.20, -0.56], [-0.18, -0.15, -0.99], [0.80, -0.31, 0.22], [1.70, -0.90, 4.04], [-2.96, 0.02, -7.49], [1.31, 1.29, -0.17], [0.08, -0.83, 0.08], [-0.37, 0.36, 0.29], [-1.15, -0.74, 0.19], [0.41, -0.21, -0.34], [0.14, -0.07, 0.40], [0.83, 0.85, 2.48], [0.11, 0.31, 0.01], [-1.01, -0.70, 0.35], [0.11, -0.13, -0.15], [0.04, 0.14, 0.36], [-0.10, -0.15, 0.25], [0.25, 0.05, -0.08], [-0.11, -0.16, -0.01], [-0.09, -0.16, -0.09], [0.03, 0.05, -0.09], [0.02, 0.07, 0.37], [0.15, 0.10, -0.04], [0.01, 0.03, 0.12], [0.00, 0.13, -0.15], [0.25, -0.06, -0.18], [0.08, -0.08, -0.03], [-0.08, 0.02, -0.05], [0.05, 0.00, -0.11], [-0.04, 0.18, 0.00], [0.08, 0.27, -0.19], [0.18, 0.24, 0.21], [-1.01, 3.01, 3.00], [2.88, -5.85, -4.16], [0.34, 1.18, -1.17], [0.35, -0.18, 0.78], [-0.53, 0.16, -0.12], [-0.58, -1.32, 0.75], [0.54, 0.20, 0.04], [-0.06, 0.39, 0.21], [-1.38, 2.05, 0.61], [-0.06, 0.36, -0.24], [-0.63, -0.72, 0.77], [0.24, -0.03, 0.02], [-0.26, 0.30, 0.08], [-0.15, -0.03, 0.26], [0.14, 0.14, -0.13], [0.01, -0.14, 0.14], [0.06, -0.19, 0.09], [0.06, -0.06, -0.09], [-0.26, 0.22, 0.08], [0.10, 0.15, -0.14], [-0.09, 0.09, 0.05], [0.04, -0.06, -0.20], [0.27, 0.06, -0.02], [0.10, 0.00, 0.05], [-0.06, -0.04, -0.06], [0.12, 0.01, -0.01], [-0.07, 0.02, -0.16], [0.02, 0.06, -0.32], [-0.10, 0.35, -0.10], [3.15, -1.59, 2.71], [-4.45, 3.14, -5.77], [-0.52, 0.99, 1.27], [0.76, 0.00, -0.40], [-0.35, -0.43, 0.27], [0.20, -1.06, -1.13], [0.24, 0.53, 0.01], [0.24, -0.09, 0.35], [0.71, -1.12, 2.29], [-0.19, 0.13, 0.27], [0.26, -0.95, -0.67], [0.07, 0.19, -0.10], [0.06, -0.21, 0.32], [0.17, -0.24, 0.00], [0.01, 0.23, 0.10], [0.07, -0.08, -0.16], [0.06, -0.02, -0.21], [-0.06, 0.08, -0.07], [0.04, -0.24, 0.28], [-0.05, 0.18, 0.14], [0.04, -0.08, 0.10], [-0.17, 0.10, -0.04], [0.10, 0.26, -0.01], [0.08, 0.06, -0.02], [-0.07, -0.03, -0.06], [-0.03, 0.11, -0.04], [-0.15, 0.00, 0.08], [-0.26, 0.15, 0.12], [-0.02, 0.02, 0.36]]}